# C5H12O2

An isolated molecule of C5H12O2 in a non-equilibrium geometry (the ωB97M-V functional and the def2-TZVPD basis, the OMol25 dataset).

Values from the calculation:
SMILES: CC[C@@H](O)[C@@H](C)O
Relative energy (zero: lowest compared OMol25 entry of this formula, charge and spin) (eV): 1.685

CARTESIAN COORDINATES (ANGSTROEM)
O -0.647 1.783 -1.189
O -1.507 -0.517 -0.200
C 0.605 0.202 -2.216
C 0.184 -0.015 1.500
C -0.135 -0.339 0.052
C 0.366 0.828 -0.877
C -0.339 -1.055 2.478
H 1.275 0.089 1.590
H -1.417 -1.182 2.346
H -1.796 0.379 -0.447
H -0.143 -0.751 3.510
H 0.138 -2.029 2.315
H -0.230 -0.487 -2.402
H 0.380 1.124 -3.002
H 1.563 -0.351 -2.233
H -0.251 0.972 1.699
H -0.469 1.881 -2.199
H 1.251 1.322 -0.431
H 0.344 -1.310 -0.202

Atomic forces in eV per Å
O 0.1558 0.4535 -1.1293
O -0.2037 0.3158 0.0890
C -0.0659 1.0002 -1.6188
C -0.0556 0.1224 0.0755
C 0.2932 0.4274 0.0590
C 0.2285 -0.7931 -0.2638
C -0.0523 -0.0404 0.0674
H -0.1971 0.0028 0.0001
H 0.1358 -0.0073 0.0715
H -0.3661 -0.2502 -0.0290
H -0.0548 -0.0842 -0.1007
H -0.0669 0.1549 0.0090
H 0.2905 0.0344 -0.0414
H 1.8358 -2.7056 0.8950
H -0.3787 0.5763 -0.7421
H 0.0382 -0.0531 0.1904
H -1.2053 0.3999 2.8347
H -0.3570 -0.1869 -0.2548
H 0.0254 0.6333 -0.1117



# C2HCl3S2

A cluster of 2 separate species, C2HCl3S2 in total in a non-equilibrium geometry (the ωB97M-V functional and the def2-TZVPD basis, the OMol25 dataset).

Values from the calculation:
Relative energy (zero: lowest compared OMol25 entry of this formula, charge and spin) (eV): 2.228

CARTESIAN COORDINATES (ANGSTROEM)
Cl 0.930 -0.781 -0.495
Cl 0.570 -1.093 2.401
Cl -1.665 -1.277 0.529
S -0.545 0.064 -3.442
S -0.439 1.340 0.913
C 0.685 0.635 -2.705
C -0.169 -0.465 0.976
H 0.633 1.577 1.822

Atomic forces in eV per Å
Cl 0.1502 -0.6450 1.5143
Cl -0.0135 -0.0654 0.4260
Cl -0.3639 -0.0460 0.4429
S 0.5905 0.3537 0.3020
S 1.1891 -0.0734 1.9769
C -0.7062 0.1063 -1.1253
C 0.4940 0.4785 -2.2890
H -1.3401 -0.1088 -1.2479



# C4H15NSi2

A cluster of 2 separate species, C4H15NSi2 in total in a non-equilibrium geometry (the ωB97M-V functional and the def2-TZVPD basis, the OMol25 dataset).

Values from the calculation:
Relative energy (zero: lowest compared OMol25 entry of this formula, charge and spin) (eV): 6.196

CARTESIAN COORDINATES (ANGSTROEM)
Si 1.648 1.050 -0.735
Si -0.370 -0.887 0.522
N -1.462 0.179 -0.208
C 2.427 -1.184 0.777
C -2.343 -0.352 -1.299
C -1.890 1.454 0.252
C 1.354 -0.658 -0.138
H -1.176 2.191 -0.177
H -1.852 -0.144 -2.280
H 1.383 1.914 0.534
H -3.354 0.064 -1.378
H 2.386 -0.525 1.726
H -1.039 -2.147 0.304
H -1.899 1.489 1.363
H 3.419 -0.978 0.394
H 1.123 1.597 -1.959
H -2.324 -1.434 -1.132
H 3.055 1.054 -1.295
H -2.905 1.715 -0.151
H 1.200 -1.365 -1.058
H 2.419 -2.272 0.927
H -1.096 0.359 2.852

Atomic forces in eV per Å
Si 1.3694 1.1043 0.8645
Si -1.0208 1.9453 1.5003
N -2.0289 -0.6064 -1.3089
C 0.9276 1.2354 1.4239
C 1.8544 -0.3552 -0.2201
C 0.1258 1.6957 -0.1793
C -1.4130 -2.4286 -1.4632
H -0.5897 0.2877 0.6812
H -0.3855 -0.2229 0.4564
H 0.3836 -0.3642 -1.1681
H 0.2533 -0.1213 0.6554
H 0.0280 -1.6204 -0.9865
H 0.2903 -1.0300 0.1204
H 0.1031 0.1633 -0.5523
H 0.2994 0.0686 -0.3470
H -1.2505 0.0829 -0.3754
H -0.6280 0.0046 -0.5597
H -0.0875 0.0415 0.8379
H 0.8721 -0.3033 0.4665
H 0.4819 1.0638 1.1602
H -0.4126 0.4160 0.4693
H 0.8277 -1.0571 -1.4758